Record 1
36
Properties=species:S:1:pos:R:3:lowdin_charge:R:1 method="wB97M-V/def2-TZVPD" energy_ev=-25736.74307 e_lumo_ha=-0.0012 mol_weight_g_mol=276.3 gap_ev=8.09 smiles="CCOc1ccc(/C=N/n2nnnc2N)cc1OCC" e_above_lowest_ev=0.000
C -1.158 -2.208 3.927 -0.060
C -2.027 -2.488 2.704 -0.236
O -2.217 -1.342 1.899 -0.024
C -1.226 -0.911 1.085 -0.185
C -0.017 -1.554 0.857 -0.007
C 0.913 -1.026 -0.019 -0.029
C 0.656 0.167 -0.688 -0.216
C -0.563 0.824 -0.464 0.037
C -1.500 0.305 0.405 -0.184
O -2.703 0.861 0.687 -0.030
C -3.066 2.069 0.046 -0.255
C -4.453 2.449 0.538 -0.061
H -4.441 2.580 1.616 0.079
H -4.772 3.374 0.068 0.076
H -5.160 1.660 0.294 0.079
H -3.073 1.931 -1.044 0.128
H -2.345 2.860 0.295 0.128
H -0.753 1.748 -0.986 0.110
C 1.605 0.745 -1.602 -0.077
N 2.725 0.180 -1.853 0.110
N 3.564 0.763 -2.718 -0.116
C 4.802 0.273 -3.050 -0.420
N 5.330 1.084 -3.941 0.041
N 4.429 2.046 -4.142 -0.064
N 3.391 1.892 -3.446 0.025
N 5.341 -0.814 -2.465 0.158
H 6.131 -1.228 -2.927 0.103
H 4.694 -1.424 -1.992 0.089
H 1.335 1.688 -2.079 0.120
H 1.849 -1.531 -0.189 0.106
H 0.212 -2.481 1.359 0.108
H -3.037 -2.760 3.023 0.126
H -1.618 -3.316 2.113 0.117
H -0.156 -1.908 3.633 0.068
H -1.094 -3.101 4.542 0.078
H -1.599 -1.406 4.513 0.081



Record 2
76
Properties=species:S:1:pos:R:3:lowdin_charge:R:1 method="wB97M-V/def2-TZVPD" energy_ev=-113433.09884 e_lumo_ha="-0.0716 / -0.0747" s2=2.042 mol_weight_g_mol=687.8 gap_ev="5.77 / 5.76" spin_multiplicity=3 e_above_lowest_ev=0.226
V -0.280 -0.812 0.221 0.264
O 3.740 -0.039 -0.193 0.197
C 2.509 -0.485 -0.177 -0.415
O 1.556 0.113 0.286 -0.023
C 2.283 -1.844 -0.774 -0.135
C 3.204 -2.701 -1.346 0.062
C 2.737 -3.916 -1.833 0.000
C 1.385 -4.230 -1.744 0.045
C 0.536 -3.309 -1.156 -0.142
N 1.001 -2.163 -0.685 0.011
C -0.958 -3.367 -0.935 -0.412
O -1.667 -4.395 -1.347 0.205
O -1.483 -2.438 -0.358 -0.005
H 3.760 0.852 0.199 0.138
H 4.248 -2.429 -1.410 0.134
H 3.424 -4.617 -2.286 0.123
H 1.027 -5.174 -2.132 0.124
H -1.131 -5.055 -1.805 0.125
S -1.820 0.269 1.505 0.704
C -1.590 -0.313 3.150 -0.624
C -2.386 0.230 4.155 -0.057
C -2.258 -0.184 5.472 -0.191
C -3.092 0.404 6.484 -0.178
N -3.758 0.891 7.284 0.165
C -1.315 -1.170 5.792 -0.190
C -0.523 -1.716 4.794 -0.061
C -0.644 -1.301 3.469 -0.655
S 0.374 -2.017 2.241 0.680
C -1.146 -1.636 7.142 -0.176
N -0.982 -2.014 8.215 0.166
H -3.117 0.988 3.907 0.117
H 0.200 -2.477 5.053 0.115
C 2.342 3.408 0.063 -0.016
C 0.838 3.601 0.225 -0.626
C 0.398 4.919 -0.399 -0.015
C 0.454 3.544 1.697 -0.020
O 0.148 2.511 -0.391 -0.175
Si -0.147 2.097 -1.943 -0.127
S -0.726 0.102 -1.967 0.470
O 1.263 2.342 -2.767 -0.156
C 1.504 2.571 -4.162 -0.646
C 1.253 4.040 -4.477 -0.024
C 2.971 2.225 -4.381 -0.034
C 0.620 1.669 -5.016 -0.039
O -1.237 3.108 -2.630 -0.155
C -2.664 3.226 -2.535 -0.643
C -2.977 4.678 -2.866 -0.026
C -3.293 2.294 -3.561 -0.034
C -3.136 2.883 -1.128 -0.034
H 2.885 4.141 0.663 0.094
H 2.649 3.498 -0.977 0.081
H 2.617 2.409 0.412 0.055
H 0.886 5.757 0.103 0.094
H -0.682 5.040 -0.302 0.081
H 0.652 4.957 -1.460 0.080
H 1.027 4.266 2.281 0.089
H 0.639 2.542 2.089 0.082
H -0.609 3.758 1.822 0.089
H 1.908 4.670 -3.872 0.087
H 0.219 4.303 -4.259 0.075
H 1.455 4.246 -5.530 0.089
H 3.600 2.830 -3.726 0.083
H 3.266 2.410 -5.415 0.087
H 3.144 1.171 -4.153 0.082
H -0.435 1.912 -4.881 0.072
H 0.768 0.624 -4.739 0.074
H 0.865 1.790 -6.073 0.090
H -2.611 4.925 -3.864 0.085
H -2.495 5.343 -2.147 0.081
H -4.053 4.857 -2.836 0.088
H -2.957 2.558 -4.566 0.085
H -4.382 2.374 -3.531 0.089
H -3.016 1.259 -3.357 0.056
H -2.620 3.494 -0.386 0.082
H -2.948 1.833 -0.896 0.047
H -4.209 3.064 -1.037 0.094



Record 3
61
Properties=species:S:1:pos:R:3:lowdin_charge:R:1 method="wB97M-V/def2-TZVPD" energy_ev=-40110.67477 e_lumo_ha="0.0117 / 0.0090" s2=0.754 mol_weight_g_mol=412.5 gap_ev="8.67 / 9.01" spin_multiplicity=2
C 4.522 -0.015 1.618 -0.122
C 3.107 0.664 1.213 -0.203
C 2.004 -0.504 1.076 -0.205
O 1.099 -0.370 -0.019 -0.179
C 0.186 0.750 0.046 -0.358
C 0.836 1.871 -0.924 -0.092
C -0.214 2.725 -1.746 -0.124
C -0.348 2.307 -3.276 -0.114
F 0.631 1.609 -3.994 0.016
C -1.592 2.757 -3.952 -0.162
F -2.028 4.057 -3.617 0.046
F -2.333 1.987 -4.829 0.067
C -0.137 1.311 1.494 -0.063
C -1.356 2.332 1.612 -0.408
C -1.829 2.251 3.172 -0.022
C -0.781 3.803 1.431 -0.036
N -2.522 1.968 0.809 -0.176
O -3.190 2.928 0.263 -0.023
C -2.522 0.669 0.147 -0.434
C -3.025 -0.470 1.191 -0.026
C -3.673 0.698 -0.991 -0.040
C -1.203 0.166 -0.562 -0.023
H 4.363 -0.965 2.224 0.078
H 5.151 0.748 2.190 0.075
H 5.076 -0.237 0.659 0.074
H 3.258 1.248 0.261 0.100
H 2.871 1.365 2.086 0.100
H 1.519 -0.759 2.082 0.136
H 2.633 -1.437 0.845 0.127
H 1.471 1.293 -1.681 0.130
H 1.588 2.526 -0.365 0.112
H -1.269 2.749 -1.343 0.101
H 0.147 3.813 -1.745 0.129
H -0.403 0.406 2.146 0.117
H 0.745 1.804 2.024 0.127
H -1.940 3.302 3.603 0.087
H -2.870 1.798 3.193 0.081
H -1.167 1.579 3.792 0.084
H 0.044 3.910 0.667 0.067
H -0.310 4.085 2.436 0.094
H -1.551 4.600 1.220 0.092
H -3.841 -0.023 1.836 0.089
H -3.529 -1.267 0.544 0.089
H -2.161 -0.909 1.776 0.083
H -3.331 1.399 -1.827 0.081
H -3.714 -0.355 -1.419 0.093
H -4.682 0.991 -0.584 0.094
H -1.230 0.243 -1.704 0.133
H -1.155 -0.962 -0.369 0.125
C 2.471 -7.498 -0.874 -0.048
O 2.302 -6.198 -0.314 -0.003
C 1.555 -5.371 -1.060 -0.609
O 1.043 -5.640 -2.116 0.124
O 1.477 -4.194 -0.424 0.001
C 0.704 -3.207 -1.109 -0.036
H 3.089 -8.077 -0.189 0.092
H 1.507 -8.000 -0.979 0.098
H 2.982 -7.440 -1.837 0.098
H -0.331 -3.539 -1.224 0.101
H 1.145 -2.978 -2.081 0.108
H 0.711 -2.299 -0.504 0.057



Record 4
10
Properties=species:S:1:pos:R:3:lowdin_charge:R:1 method="wB97M-V/def2-TZVPD" energy_ev=-20811.56553 e_lumo_ha=-0.0113 mol_weight_g_mol=118.5 gap_ev=8.98 smiles="CC(=O)C(Cl)=C=O" e_above_lowest_ev=1.850
C -0.183 -1.265 1.505 -0.251
C -0.704 -0.210 0.984 -0.549
C 0.186 0.887 0.020 -0.369
C 0.553 0.145 -1.293 0.024
O 0.491 -2.139 1.848 0.191
O 0.181 2.034 0.302 0.121
Cl -2.385 0.362 1.174 0.621
H 1.293 -0.532 -1.012 0.071
H 0.936 0.884 -2.021 0.105
H -0.368 -0.166 -1.506 0.038



Record 5
9
Properties=species:S:1:pos:R:3:lowdin_charge:R:1 method="wB97M-V/def2-TZVPD" energy_ev=-23286.94342 e_lumo_ha="-0.0146 / -0.0143" mol_weight_g_mol=96.1 gap_ev="7.83 / 7.65" e_above_lowest_ev=3.294
C -1.212 0.116 0.460 -0.229
O -0.310 1.166 0.212 -0.623
P 0.752 1.043 -1.008 0.494
S 2.259 2.141 -0.108 0.356
H -2.038 0.530 1.036 0.086
H -0.695 -0.655 1.037 0.064
H -1.586 -0.334 -0.460 0.065
H 0.994 -1.304 -0.738 -0.012
H 2.881 2.367 -1.269 -0.202



Record 6
18
Properties=species:S:1:pos:R:3:lowdin_charge:R:1 method="wB97M-V/def2-TZVPD" energy_ev=-17216.73023 e_lumo_ha=-0.1451 mol_weight_g_mol=137.2 gap_ev=9.18 smiles=C[N+]#Cc1cccn1[SiH3] charge=+1 e_above_lowest_ev=1.607
C -0.766 -0.483 -2.670 -0.012
C -0.662 0.652 -1.796 0.047
C -0.236 -1.568 -1.968 -0.122
C -0.141 0.123 -0.570 -0.302
C 0.007 0.951 0.475 0.106
C -0.292 2.921 2.076 -0.028
N 0.176 -1.173 -0.746 -0.155
N -0.104 1.932 1.095 0.162
Si 0.750 -2.660 0.331 0.786
H -0.943 -0.389 -3.775 0.135
H -1.167 1.605 -1.862 0.123
H -0.012 -2.530 -2.224 0.073
H -0.687 -3.036 0.835 -0.032
H 0.638 3.570 2.006 0.128
H -0.348 2.647 3.074 0.075
H -1.172 3.631 1.913 0.139
H 1.831 -2.410 1.397 -0.054
H 1.155 -3.700 -0.592 -0.069



Record 7
52
Properties=species:S:1:pos:R:3:lowdin_charge:R:1 method="wB97M-V/def2-TZVPD" energy_ev=-94354.74840 e_lumo_ha=0.0011 mol_weight_g_mol=611.4 gap_ev=7.85 e_above_lowest_ev=0.049
Pt -0.515 -0.034 0.379 1.005
O 4.086 1.774 2.571 0.056
C 3.831 2.657 1.591 -0.269
C 4.785 3.650 1.362 -0.016
C 4.586 4.601 0.383 -0.084
C 3.430 4.587 -0.394 -0.094
C 2.490 3.601 -0.182 -0.030
C 2.668 2.623 0.799 -0.081
C 1.638 1.576 0.953 -0.426
O 0.695 1.538 0.056 -0.251
N 1.724 0.756 1.970 0.051
N 0.720 -0.205 1.943 -0.167
C 0.904 -1.309 2.570 -0.058
C 0.006 -2.439 2.530 -0.146
C 0.363 -3.534 3.339 -0.055
C -0.371 -4.693 3.373 -0.100
C -1.510 -4.783 2.567 -0.082
C -1.889 -3.735 1.763 -0.023
C -1.155 -2.532 1.711 -0.351
O -1.641 -1.583 0.942 -0.307
H 3.303 1.180 2.646 0.066
H 5.674 3.650 1.978 0.117
H 5.336 5.365 0.224 0.103
H 3.270 5.340 -1.154 0.097
H 1.587 3.563 -0.776 0.109
H 1.820 -1.402 3.150 0.135
H 1.252 -3.443 3.953 0.110
H -0.072 -5.518 4.005 0.098
H -2.104 -5.689 2.572 0.104
H -2.774 -3.797 1.144 0.113
C -1.986 -2.631 -2.311 -0.157
C -2.786 -1.346 -2.140 -0.397
As -1.715 0.190 -1.630 1.092
C -2.999 1.645 -1.779 -0.407
C -4.018 1.625 -0.645 -0.170
C -0.488 0.609 -3.081 -0.402
C 0.770 -0.251 -3.103 -0.165
H -2.652 -3.475 -2.494 0.073
H -1.406 -2.851 -1.414 0.057
H -1.299 -2.567 -3.155 0.056
H -3.511 -1.453 -1.331 0.065
H -3.329 -1.076 -3.048 0.074
H -3.482 1.575 -2.756 0.074
H -2.416 2.567 -1.765 0.071
H -4.665 0.749 -0.702 0.065
H -4.656 2.509 -0.680 0.070
H -3.519 1.606 0.325 0.060
H -0.228 1.656 -2.913 0.067
H -1.045 0.548 -4.019 0.075
H 1.302 -0.173 -2.155 0.050
H 1.444 0.080 -3.894 0.073
H 0.545 -1.303 -3.276 0.053



Record 8
24
Properties=species:S:1:pos:R:3:lowdin_charge:R:1 method="wB97M-V/def2-TZVPD" energy_ev=-11606.51526 e_lumo_ha=0.0313 mol_weight_g_mol=138.2 gap_ev=9.48 smiles=Cc1ccc(O)cc1.CC e_above_lowest_ev=1.121
C -3.469 0.629 -1.327 -0.170
C -2.076 1.070 -1.062 -0.197
H -3.963 1.333 -2.006 0.066
H -3.498 -0.348 -1.807 0.063
H -4.051 0.540 -0.407 0.070
H -1.358 0.267 -0.749 0.046
H -2.028 1.770 -0.208 0.073
H -1.305 1.449 -1.732 0.060
C 2.414 1.546 1.567 -0.066
C 0.869 -0.867 -0.915 -0.054
C 1.398 0.344 -0.453 -0.048
C 0.475 -1.855 -0.049 -0.332
C 1.690 0.390 0.900 -0.263
C 0.791 -1.832 1.301 -0.007
C 1.455 -0.721 1.775 -0.028
O -0.096 -3.022 -0.541 0.030
H 0.682 -1.032 -1.976 0.124
H 1.435 1.275 -1.007 0.118
H 0.408 -3.319 -1.278 0.083
H 0.524 -2.678 1.922 0.120
H 2.757 1.251 2.556 0.062
H 1.905 2.503 1.725 0.077
H 1.735 -0.493 2.786 0.097
H 3.309 1.800 0.985 0.078